# C6H16IrN3O

A structure of composition C6H16IrN3O (ωB97M-V with the def2-TZVPD basis set, the OMol25 dataset).

Computed properties:
LUMO energy (alpha / beta), hartree: -0.487 / -0.489
E_HOMO (alpha / beta), Eh: -0.7425 / -0.7651
HOMO-LUMO gap (alpha / beta), Ha: 0.2554 / 0.2757
⟨S²⟩: 0.75
Multiplicity: 2
Energy above the lowest of the compared OMol25 structures with the same formula, charge and spin, kJ/mol: 269.30
DFT total energy, eV: -15805.1722
Net charge: +3

XYZ file:
```
27
Properties=species:S:1:pos:R:3:nbo_charge:R:1
Ir 0.06842 -0.25363 0.06162 0.965
N 1.62629 -0.51172 -1.43345 -0.794
C 2.45084 0.71312 -1.43941 -0.256
C 1.50335 1.86129 -1.51519 -0.263
N 0.55888 1.85428 -0.36072 -0.491
C 1.04337 2.49277 0.90489 -0.268
C 1.68699 1.50550 1.81936 -0.254
N 0.72671 0.40239 2.01672 -0.791
H 2.19857 -1.34616 -1.31079 0.440
H 1.15573 -0.61897 -2.33127 0.413
H 3.13089 0.73749 -2.29176 0.272
H 3.07863 0.73132 -0.55335 0.230
H 0.91492 1.80501 -2.43251 0.237
H 2.06090 2.79856 -1.55838 0.273
H -0.29775 2.32202 -0.64630 0.437
H 0.18543 2.95041 1.39941 0.246
H 1.74791 3.29667 0.68661 0.271
H 1.92788 2.00073 2.76128 0.273
H 2.62660 1.11070 1.44433 0.229
H -0.10386 0.73763 2.50568 0.421
H 1.13191 -0.33031 2.59749 0.442
C -3.83370 -2.55442 -1.37177 -0.825
C -2.61654 -1.86007 -1.03024 1.032
O -2.02590 -1.16957 -0.37324 -0.359
H -4.59320 -2.42473 -0.58951 0.380
H -3.63638 -3.62370 -1.54155 0.369
H -4.20690 -2.18022 -2.33927 0.370
```


# C6H16IrO9P2S2

A structure of composition C6H16IrO9P2S2 (ωB97M-V with the def2-TZVPD basis set, the OMol25 dataset).

Computed properties:
LUMO energy (alpha / beta), hartree: -0.165 / -0.167
E_HOMO (alpha / beta), Eh: -0.4483 / -0.4520
HOMO-LUMO gap (alpha / beta), Ha: 0.2831 / 0.2851
Multiplicity: 1
Energy above the lowest of the compared OMol25 structures with the same formula, charge and spin, kJ/mol: 131.97
DFT total energy, eV: -67994.0395
Net charge: +1

XYZ file:
```
36
Properties=species:S:1:pos:R:3:nbo_charge:R:1
Ir -0.61161 0.14238 0.27891 1.536
O -2.79074 -2.38929 -2.00096 -0.961
P -1.68358 -1.78195 -1.09174 2.548
O -0.88431 -0.65349 -1.71570 -1.047
O -2.25745 -1.13397 0.18542 -0.994
O -0.78291 -3.00062 -0.66720 -1.072
P 0.80770 -2.71302 -0.34496 2.544
O 1.06618 -3.69338 0.87037 -0.981
O 1.65780 -2.91273 -1.50537 -1.055
O 0.76784 -1.30224 0.33251 -1.070
H -2.71785 -3.33123 -2.19207 0.542
H 1.47216 -4.51743 0.57617 0.526
C 2.82943 0.05676 2.14036 -0.815
S 1.24582 -0.44541 2.77513 1.280
C 1.32484 0.31555 4.36764 -0.808
O 0.23421 0.54094 2.08611 -0.937
H 3.59912 -0.25435 2.84542 0.253
H 2.81755 1.14022 2.02506 0.253
H 2.97300 -0.43221 1.18026 0.274
H 2.12970 -0.16906 4.92009 0.254
H 0.37495 0.13802 4.86685 0.264
H 1.50405 1.38355 4.25612 0.251
O 0.04595 1.98679 -0.42297 -0.996
S -0.54278 3.06218 -1.37160 1.258
C -1.70377 3.98565 -0.31461 -0.592
C -3.12838 3.61631 -0.74308 -0.416
C -3.04713 2.20808 -1.32196 -0.408
C -1.87183 2.26972 -2.29333 -0.611
H -1.47852 5.04729 -0.39635 0.258
H -1.45866 3.65114 0.69411 0.256
H -3.46880 4.30436 -1.51841 0.222
H -3.82156 3.69068 0.09301 0.247
H -3.96507 1.89787 -1.81820 0.254
H -2.84367 1.47449 -0.53289 0.200
H -2.08403 2.92547 -3.14061 0.251
H -1.50279 1.30836 -2.64677 0.292
```


# C6H16N2

An isolated molecule of C6H16N2 (ωB97M-V with the def2-TZVPD basis set, the OMol25 dataset).

Computed properties:
LUMO energy, hartree: 0.038
E_HOMO, Eh: -0.3178
HOMO-LUMO gap, Ha: 0.3557
Multiplicity: 1
SMILES: CCCCCNCN
Energy above the lowest of the compared OMol25 structures with the same formula, charge and spin, kJ/mol: 172.27
DFT total energy, eV: -9460.2889

XYZ file:
```
24
Properties=species:S:1:pos:R:3:nbo_charge:R:1
C 0.23327 2.18917 -0.96868 -0.612
C -0.44168 1.30618 -2.01407 -0.392
C -0.76569 -0.09667 -1.34824 -0.393
C -1.44094 -0.50926 0.00798 -0.432
C -0.84523 0.02912 1.29008 -0.232
N 0.24916 -0.80049 1.95728 -0.663
C 1.02021 -1.79760 1.22731 -0.064
N 2.32621 -1.29488 0.82806 -0.843
H -0.54803 2.66997 -0.36320 0.203
H 0.92952 1.67101 -0.29413 0.195
H 0.82518 3.01975 -1.41116 0.205
H -1.26520 1.85713 -2.44009 0.200
H 0.26093 0.95800 -2.78776 0.204
H 0.17419 -0.64420 -1.40389 0.188
H -1.46532 -0.44908 -2.10776 0.203
H -2.49554 -0.30502 -0.05284 0.210
H -1.34691 -1.60783 -0.07642 0.214
H -1.60872 0.15089 2.04292 0.191
H -0.35256 1.00555 1.20710 0.197
H -0.26781 -1.12907 2.76023 0.361
H 1.04577 -2.73937 1.77470 0.191
H 0.56806 -2.01645 0.23238 0.164
H 2.23827 -0.40194 0.35259 0.349
H 2.97284 -1.06491 1.58763 0.354
```


# C6H16N2

An isolated molecule of C6H16N2 (ωB97M-V with the def2-TZVPD basis set, the OMol25 dataset).

Computed properties:
LUMO energy, hartree: 0.041
E_HOMO, Eh: -0.3076
HOMO-LUMO gap, Ha: 0.3483
Multiplicity: 1
SMILES: CCCN(C)CCN
Energy above the lowest of the compared OMol25 structures with the same formula, charge and spin, kJ/mol: 167.69
DFT total energy, eV: -9460.3364

XYZ file:
```
24
Properties=species:S:1:pos:R:3:nbo_charge:R:1
C 2.24595 1.48019 -1.74237 -0.625
C 1.24746 1.77430 -0.57645 -0.395
C -0.00500 0.85148 -0.64720 -0.223
N 0.32413 -0.41897 0.07534 -0.444
C 0.90366 -1.41706 -0.87159 -0.427
C -0.78146 -1.10618 0.80713 -0.218
C -1.79522 -0.30458 1.66184 -0.228
N -2.92189 -1.17351 1.97113 -0.839
H 2.29112 2.36707 -2.37068 0.209
H 1.95958 0.56284 -2.24207 0.206
H 3.24671 1.40575 -1.31171 0.208
H 1.70510 1.69930 0.40234 0.211
H 0.83369 2.77650 -0.72281 0.192
H -0.74312 1.29200 -0.00797 0.189
H -0.39965 0.84473 -1.66862 0.173
H 0.69209 -2.41336 -0.49413 0.196
H 0.49082 -1.35020 -1.87855 0.182
H 1.97812 -1.26449 -0.77322 0.204
H -1.31901 -1.79763 0.15413 0.170
H -0.20456 -1.74773 1.49200 0.186
H -2.20419 0.58886 1.21432 0.191
H -1.21050 -0.02212 2.55329 0.164
H -2.72298 -2.00619 2.49707 0.358
H -3.61087 -0.62099 2.47877 0.358
```


# C6H16N2

A structure of composition C6H16N2 (ωB97M-V with the def2-TZVPD basis set, the OMol25 dataset).

Computed properties:
LUMO energy, hartree: 0.031
E_HOMO, Eh: -0.2919
HOMO-LUMO gap, Ha: 0.3224
Multiplicity: 1
Energy above the lowest of the compared OMol25 structures with the same formula, charge and spin, kJ/mol: 491.78
DFT total energy, eV: -9456.9774

XYZ file:
```
24
Properties=species:S:1:pos:R:3:nbo_charge:R:1
N 3.92596 -0.30278 0.33339 -0.820
C 2.61267 -0.37995 -0.12626 0.210
C 2.07143 0.87240 -0.74035 -0.687
C 1.92063 -1.52631 -0.24665 -0.541
N -1.16368 0.74711 -0.81946 -0.703
C -1.91386 -0.31458 -1.05506 0.181
C -3.08183 -0.72871 -0.15376 -0.492
C -3.12428 -0.01715 1.20009 -0.626
H 4.35831 0.57909 0.11571 0.375
H 4.54290 -1.09241 0.28552 0.384
H 0.20728 2.64315 1.59741 -0.014
H 2.54424 1.28674 -1.63051 0.219
H 1.02359 0.70773 -1.03479 0.264
H 2.00815 1.65520 0.02784 0.212
H 0.88192 -1.52875 -0.52814 0.186
H 2.36594 -2.48207 0.00618 0.189
H -0.08276 2.90774 0.95688 0.014
H -1.75962 -1.00274 -1.90901 0.151
H -0.97238 -0.03699 -0.02856 0.387
H -2.97748 -1.81129 -0.00498 0.212
H -3.99467 -0.60641 -0.73972 0.236
H -4.09343 -0.15541 1.67313 0.218
H -2.93642 1.03000 0.97230 0.234
H -2.36261 -0.44360 1.84880 0.209
```


# C6H16N2

A cluster of 2 separate species, C6H16N2 in total (ωB97M-V with the def2-TZVPD basis set, the OMol25 dataset).

Computed properties:
LUMO energy, hartree: 0.036
E_HOMO, Eh: -0.2929
HOMO-LUMO gap, Ha: 0.3291
Multiplicity: 1
SMILES: CC(C)N.C=CNC
Energy above the lowest of the compared OMol25 structures with the same formula, charge and spin, kJ/mol: 117.90
DFT total energy, eV: -9460.8524

XYZ file:
```
24
Properties=species:S:1:pos:R:3:nbo_charge:R:1
C -0.76939 0.37736 -1.67711 -0.622
C 0.23275 1.50902 -1.92267 -0.052
C 0.43624 2.35567 -0.68378 -0.610
N 1.54273 1.04128 -2.37911 -0.829
H -1.79901 0.72687 -1.67645 0.207
H -0.64348 -0.38889 -2.44042 0.204
H -0.57500 -0.12876 -0.73007 0.206
H -0.17419 2.13337 -2.72333 0.177
H 1.22422 3.09772 -0.81997 0.220
H -0.48149 2.84345 -0.36807 0.211
H 0.72535 1.70519 0.14491 0.188
H 1.42389 0.29994 -3.06162 0.353
H 2.05971 0.65941 -1.59547 0.346
C -1.23050 -2.88631 0.70419 -0.539
C -0.31273 -2.18227 1.36177 0.018
N -0.55070 -1.21205 2.31264 -0.613
C 0.49058 -0.29028 2.71874 -0.400
H -2.28683 -2.65126 0.76016 0.192
H -0.89908 -3.67051 0.03625 0.208
H 0.74341 -2.35518 1.19974 0.184
H -1.48474 -0.83202 2.32845 0.377
H 0.33691 0.01982 3.75362 0.200
H 1.45407 -0.78914 2.64906 0.200
H 0.53730 0.61760 2.10852 0.176
```


# C6H16N2O

A structure of composition C6H16N2O (ωB97M-V with the def2-TZVPD basis set, the OMol25 dataset).

Computed properties:
LUMO energy, hartree: 0.022
E_HOMO, Eh: -0.2618
HOMO-LUMO gap, Ha: 0.2834
Multiplicity: 1
Energy above the lowest of the compared OMol25 structures with the same formula, charge and spin, kJ/mol: 378.86
DFT total energy, eV: -11506.1283

XYZ file:
```
25
Properties=species:S:1:pos:R:3:nbo_charge:R:1
C -1.37744 0.06363 0.06405 -0.071
C -2.04655 1.21442 0.80307 -0.639
C -1.94224 -1.27907 0.52686 -0.621
O -1.65167 0.15588 -1.33479 -0.767
H -0.98795 0.75227 -1.72627 0.472
H -0.00947 -0.35770 0.25842 0.335
H -1.84192 1.16842 1.87557 0.198
H -1.71018 2.17821 0.41329 0.189
H -3.13448 1.19810 0.66630 0.202
H -3.01843 -1.34073 0.32554 0.192
H -1.46483 -2.10707 -0.00214 0.197
H -1.79329 -1.41641 1.59972 0.195
C 1.55601 -1.05014 -1.25679 -0.419
C 2.31461 -0.49266 1.01845 -0.405
N 1.31185 -0.27576 -0.02966 -0.509
C 0.95790 1.12462 -0.24638 0.334
N 0.84072 1.59339 -1.42659 -0.694
H 0.58768 2.57725 -1.42029 0.364
H 0.90393 1.66828 0.69710 0.184
H 2.43614 -0.68720 -1.78498 0.198
H 1.68302 -2.09584 -0.98346 0.206
H 1.99885 0.00854 1.93235 0.209
H 2.41181 -1.56151 1.20698 0.216
H 3.29154 -0.10159 0.71978 0.191
H 0.68440 -0.93735 -1.89614 0.243
```


# C6H16N2O

An isolated molecule of C6H16N2O (ωB97M-V with the def2-TZVPD basis set, the OMol25 dataset).

Computed properties:
LUMO energy, hartree: 0.028
E_HOMO, Eh: -0.3176
HOMO-LUMO gap, Ha: 0.3453
Multiplicity: 1
SMILES: CC(C)(N)[C@@](C)(O)CN
Energy above the lowest of the compared OMol25 structures with the same formula, charge and spin, kJ/mol: 155.38
DFT total energy, eV: -11508.4444

XYZ file:
```
25
Properties=species:S:1:pos:R:3:nbo_charge:R:1
C 0.09036 -1.01260 1.57208 -0.636
C 0.43161 -0.79961 0.09474 0.115
C -0.24550 -1.86825 -0.76961 -0.635
N 2.01469 -1.16932 -0.03340 -0.857
C 0.28064 0.63474 -0.43548 0.260
C 1.07370 1.71186 0.31394 -0.647
O 0.71588 0.66959 -1.80248 -0.739
C -1.36286 1.08497 -0.42527 -0.236
N -2.40867 0.30240 0.18171 -0.865
H 0.29576 -0.13728 2.19111 0.202
H 0.67714 -1.84218 1.98255 0.236
H -0.95514 -1.30228 1.71610 0.219
H -0.02139 -1.74635 -1.83309 0.222
H 0.09833 -2.86505 -0.47006 0.222
H -1.33195 -1.88188 -0.64822 0.229
H 2.56917 -0.55112 0.55602 0.341
H 2.28131 -0.94058 -0.99592 0.360
H 0.81867 2.70603 -0.07367 0.207
H 2.14982 1.60008 0.14584 0.218
H 0.88214 1.71426 1.38702 0.215
H 0.66875 1.58420 -2.12517 0.470
H -1.60933 1.23541 -1.48033 0.197
H -1.40506 2.08049 0.02976 0.157
H -2.40188 0.34495 1.19602 0.366
H -3.30616 0.44752 -0.27419 0.378
```


# C6H16N2O

A cluster of 3 separate species, C6H16N2O in total (ωB97M-V with the def2-TZVPD basis set, the OMol25 dataset).

Computed properties:
LUMO energy (alpha / beta), hartree: 0.025 / 0.025
E_HOMO (alpha / beta), Eh: -0.2210 / -0.2211
HOMO-LUMO gap (alpha / beta), Ha: 0.2458 / 0.2459
Multiplicity: 1
Energy above the lowest of the compared OMol25 structures with the same formula, charge and spin, kJ/mol: 548.82
DFT total energy, eV: -11504.3667

XYZ file:
```
25
Properties=species:S:1:pos:R:3:nbo_charge:R:1
C -0.42376 -0.24821 0.51508 0.444
C 0.24842 -0.22973 -0.71451 -0.097
C 0.69253 -2.28901 -0.28483 -0.147
C -1.81621 -0.79646 0.64332 -0.680
C -0.35229 2.79369 0.27651 -0.428
C 1.64330 0.26731 -0.94922 -0.657
N -0.71216 1.76865 -0.67291 -0.880
N 0.21112 -0.00936 1.69089 -0.796
O 1.22986 -2.76865 -1.48635 -0.724
H 0.51470 -2.90571 -2.11687 0.466
H -1.72666 1.66791 -0.69012 0.309
H -0.34503 -0.44049 -1.59088 0.228
H -0.33909 0.04807 2.53160 0.395
H 1.03964 0.56292 1.68352 0.405
H -0.15016 -2.88512 0.07668 0.144
H 1.48928 -2.21715 0.45097 0.162
H -2.47193 -0.02943 1.05992 0.239
H -2.20600 -1.10208 -0.32453 0.235
H -1.83302 -1.65963 1.31300 0.227
H -0.78221 3.77754 0.02809 0.180
H -0.64190 2.59291 1.33197 0.125
H 0.73640 2.92902 0.27765 0.164
H 2.21308 0.40233 -0.02848 0.191
H 2.18708 -0.45547 -1.55885 0.240
H 1.59503 1.22616 -1.46166 0.253
```


# C6H16N2O2S2

An isolated molecule of C6H16N2O2S2 (ωB97M-V with the def2-TZVPD basis set, the OMol25 dataset).

Computed properties:
LUMO energy, hartree: 0.027
E_HOMO, Eh: -0.3202
HOMO-LUMO gap, Ha: 0.3476
Multiplicity: 1
SMILES: CNCCSS(=O)(=O)CCNC
Energy above the lowest of the compared OMol25 structures with the same formula, charge and spin, kJ/mol: 206.96
DFT total energy, eV: -35224.0829

XYZ file:
```
28
Properties=species:S:1:pos:R:3:nbo_charge:R:1
C 3.26664 1.76186 -0.35747 -0.418
N 3.83111 0.61195 0.25599 -0.630
C 2.94184 -0.47411 0.72648 -0.228
C 1.99436 -1.08002 -0.34316 -0.633
S 0.54983 -0.10517 -0.39346 0.033
S -1.07878 -1.36403 -0.07474 1.943
O -1.83534 -1.60986 -1.31711 -0.895
O -0.47480 -2.34868 0.84843 -0.935
C -2.07331 -0.24855 0.99232 -0.670
C -2.82114 0.81369 0.16025 -0.246
N -2.03600 1.82496 -0.48273 -0.617
C -1.77085 2.99092 0.37982 -0.443
H 2.65372 1.60097 -1.34296 0.152
H 2.53566 2.23583 0.32392 0.195
H 4.02373 2.46828 -0.71189 0.211
H 4.60677 0.18616 -0.21132 0.358
H 2.30245 0.10466 1.44800 0.202
H 3.55768 -1.25892 1.19632 0.213
H 1.74050 -2.10341 0.07032 0.279
H 2.31747 -1.07526 -1.51773 0.243
H -2.71202 -0.84971 1.79979 0.274
H -1.27246 0.26043 1.74297 0.260
H -3.37611 0.36726 -0.61972 0.222
H -3.60032 1.19832 0.88443 0.170
H -2.50340 2.07878 -1.30715 0.372
H -2.74884 3.59073 0.66078 0.166
H -1.23310 3.78040 -0.23464 0.208
H -1.13832 2.94971 1.29719 0.213
```